The following is a DFT calculation (ωB97M-V/def2-TZVPD) of CH14Ni2O10 as an isolated structure in a non-equilibrium geometry.

XYZ file:
```
27
Properties=species:S:1:pos:R:3:forces:R:3
Ni 1.2077 -2.6227 0.3547 -1.00 1.30 -0.01
Ni -0.7987 2.2499 0.1248 1.06 -1.06 -0.54
C -0.1323 -0.6286 0.3402 0.86 -0.30 -0.67
O -0.2850 -1.6531 -0.4574 -0.19 0.04 0.66
O -0.9152 0.3536 0.3857 0.06 0.00 -0.21
O 0.9647 -0.7306 1.0287 0.07 -0.82 0.16
O -0.9542 2.1066 -1.8592 -0.26 0.36 -0.05
H -0.3906 2.6026 -2.4763 0.02 -0.07 0.14
H -1.7695 1.8925 -2.3442 0.06 -0.02 0.15
O -2.7912 -3.2483 -0.7933 0.11 0.04 0.14
H -2.1600 -2.5240 -0.7472 -0.03 -0.18 -0.20
H -2.4777 -3.8410 -1.4852 -0.12 0.05 -0.02
O -2.5333 -0.9355 2.3210 0.22 -0.17 0.05
H -2.0095 -0.1881 2.6280 -0.04 -0.08 0.13
H -2.5390 -0.8860 1.3626 -0.31 0.06 0.04
O 0.8332 -0.9008 -3.0655 -0.18 -0.02 0.23
H 0.1029 -1.1473 -2.4855 -0.02 -0.03 -0.15
H 0.5627 -1.2100 -3.9399 0.19 0.04 0.00
O 3.1557 0.7968 0.3149 -0.54 0.29 -0.13
H 3.3997 0.3569 -0.5131 0.10 0.14 0.14
H 2.6322 0.1641 0.8348 0.35 0.09 -0.15
O 0.7296 0.5056 3.6226 -0.21 -0.06 -0.23
H 0.9758 0.2261 2.7319 -0.07 0.20 0.27
H 0.5191 1.4440 3.5877 0.19 0.00 0.12
O 1.1629 2.5139 0.1841 0.03 0.53 0.02
H 1.9839 1.8892 0.1645 -0.33 -0.25 0.05
H 1.5260 3.4139 0.1807 -0.03 -0.07 0.07
```
Forces are in eV/Å.

Computed properties:
Expectation value of S²: 6.007
Highest occupied orbital energy (alpha / beta): -16.6 / -16.6 eV
Charge: +2
2S+1: 5
Frontier orbital gap (alpha / beta): 6.98 / 5.88 eV